DFT (ωB97M-V with the def2-TZVPD basis set) results for a molecular structure, C39H33AsBrF6N5O5SSeW in a non-equilibrium geometry.

ORCA input file:
```
! wB97M-V def2-TZVPD RIJCOSX def2/J DEFGRID3
* xyz 1 2
W 0.089 -0.078 0.469
C -3.521 -2.502 1.589
C -2.617 -1.437 1.508
N -1.722 -1.360 0.538
C -1.695 -2.326 -0.421
C -2.494 -3.475 -0.359
C -3.438 -3.532 0.685
C -2.271 -4.483 -1.328
C -1.287 -4.313 -2.261
C -0.523 -3.126 -2.335
C -0.771 -2.105 -1.457
N -0.150 -0.837 -1.363
C 0.187 -0.146 -2.538
C -0.121 -0.494 -3.830
C 0.322 0.309 -4.902
C 1.052 1.442 -4.692
C 1.336 1.852 -3.369
C 2.055 3.019 -3.038
C 2.262 3.327 -1.724
C 1.734 2.491 -0.729
N 1.042 1.408 -1.004
C 0.869 1.064 -2.307
H -4.235 -2.521 2.399
H -2.576 -0.670 2.271
H -4.090 -4.393 0.768
H -2.860 -5.390 -1.298
H -1.073 -5.104 -2.967
H 0.278 -3.047 -3.056
H -0.694 -1.380 -4.051
H 0.083 -0.002 -5.910
H 1.409 2.039 -5.520
H 2.442 3.650 -3.828
H 2.822 4.202 -1.427
H 1.893 2.716 0.313
O -5.497 2.751 0.497
C -4.252 2.322 0.302
C -3.905 1.321 -0.608
C -2.605 0.902 -0.639
N -1.604 1.407 0.130
C -1.935 2.518 0.832
Br -0.617 3.710 1.408
C -3.230 2.954 1.000
H -6.122 2.303 -0.086
H -4.634 0.867 -1.265
H -2.319 0.112 -1.315
H -3.436 3.826 1.602
C -3.981 -0.727 9.277
C -3.201 -0.205 8.103
C -1.819 -0.324 8.046
C -1.099 0.163 6.963
C -1.776 0.766 5.920
C -3.161 0.907 5.956
C -3.861 0.422 7.042
S -0.950 1.466 4.530
O -1.083 2.894 4.604
O -1.471 0.797 3.353
N 0.612 1.101 4.729
C 1.662 2.116 4.713
C 2.275 2.386 3.317
C 2.174 1.161 2.432
O 2.983 0.280 2.450
O 1.077 1.145 1.645
H -3.322 -1.094 10.060
H -4.635 -1.546 8.973
H -4.613 0.055 9.700
H -1.290 -0.795 8.866
H -0.021 0.083 6.941
H -3.680 1.401 5.145
H -4.937 0.536 7.078
H 0.867 0.150 4.479
H 2.443 1.794 5.400
H 1.222 3.029 5.105
H 3.337 2.594 3.435
H 1.787 3.244 2.861
F 2.263 -0.615 -0.232
As 3.326 -1.985 -0.871
F 2.819 -1.453 -2.448
F 1.918 -2.999 -0.822
F 4.294 -3.233 -1.516
F 3.676 -2.413 0.756
F 4.597 -0.835 -0.879
Se 0.550 -2.013 1.998
C 1.446 -1.944 3.693
C 2.833 -1.956 3.797
C 3.415 -2.118 5.045
C 2.627 -2.290 6.176
C 1.245 -2.301 6.063
C 0.648 -2.127 4.821
H 3.440 -1.840 2.912
H 4.494 -2.125 5.129
H 3.092 -2.429 7.143
H 0.625 -2.456 6.937
H -0.431 -2.146 4.724
*
```

Computed properties:
- energy relative to the best compared isomer or geometry (same formula, charge and spin) (kJ/mol) = 168.93
- ⟨S²⟩ = 0.77
- total energy (eV) = -283860.124
- frontier orbital gap (alpha / beta) (eV) = 6.115 / 6.690
- highest occupied orbital energy (alpha / beta) (hartree) = -0.3880 / -0.3941

Atom charges from the Löwdin analysis, given in e for atoms 1 to 2: atom 1 (W): 1.65, atom 2 (C): -0.01

DFT (ωB97M-V with the def2-TZVPD basis set) results for a molecular structure, C39H33AsCl3F10N6O9SSi2TeTi.

ORCA input file:
```
! wB97M-V def2-TZVPD RIJCOSX def2/J DEFGRID3
* xyz -2 4
Ti 0.392 -0.138 -0.617
C -0.901 -8.419 -4.813
C -0.997 -7.106 -4.084
C -2.186 -6.391 -4.038
C -2.264 -5.168 -3.384
C -1.139 -4.655 -2.759
C 0.057 -5.363 -2.769
C 0.116 -6.575 -3.435
S -0.376 -2.150 -2.860
O -1.229 -3.451 -2.116
O -0.923 -2.079 -4.218
N -0.991 -1.009 -1.879
C -2.375 -0.788 -1.820
C -3.326 -1.455 -2.621
C -4.657 -1.173 -2.434
C -5.051 -0.226 -1.487
C -4.047 0.401 -0.783
N -2.754 0.131 -0.935
H -1.858 -8.687 -5.261
H -0.608 -9.228 -4.142
H -0.159 -8.376 -5.612
H -3.066 -6.787 -4.531
H -3.187 -4.606 -3.349
H 0.910 -4.970 -2.233
H 1.052 -7.122 -3.446
H -3.013 -2.151 -3.378
H -5.396 -1.685 -3.039
H -6.089 0.020 -1.313
H -4.284 1.177 -0.059
O -0.858 -5.202 2.499
C -0.522 -4.184 1.950
C 0.510 -4.066 0.811
O 1.193 -4.957 0.354
C 0.466 -2.634 0.438
C -0.466 -1.959 1.195
O -0.659 -0.684 0.958
C -1.041 -2.779 2.242
O -1.757 -2.441 3.173
O 1.151 -1.997 -0.445
F 1.729 1.576 0.708
As 2.708 0.978 2.124
F 1.320 0.051 2.622
F 2.079 2.289 3.068
F 3.680 0.372 3.400
F 4.001 1.965 1.543
F 3.170 -0.318 1.068
F 1.994 3.348 -2.104
C 3.126 3.862 -1.626
C 3.161 5.187 -1.331
F 2.047 5.901 -1.531
C 4.321 5.848 -0.842
C 5.445 4.982 -0.726
C 5.415 3.660 -1.050
F 6.542 2.953 -0.894
C 4.245 3.001 -1.508
C 4.196 1.635 -1.808
C 3.008 0.876 -1.922
N 2.060 0.222 -2.034
C 5.365 0.823 -1.941
N 6.293 0.163 -2.113
F 6.601 5.485 -0.269
C 4.356 7.210 -0.514
C 3.231 8.080 -0.622
N 2.374 8.849 -0.688
C 5.520 7.883 -0.038
N 6.416 8.504 0.339
C -4.376 -0.717 2.993
Si -3.758 0.755 3.933
C -4.030 0.515 5.764
C -4.723 2.272 3.403
C -1.898 0.951 3.671
Te -1.378 1.888 1.875
C -1.666 3.826 2.595
Si -0.192 4.886 3.127
C -0.895 6.610 3.297
C 0.390 4.331 4.806
C 1.134 4.913 1.827
H -5.467 -0.709 2.940
H -4.038 -1.639 3.464
H -3.990 -0.740 1.970
H -5.090 0.377 5.983
H -3.677 1.376 6.334
H -3.500 -0.369 6.118
H -5.771 1.980 3.311
H -4.421 2.694 2.443
H -4.656 3.072 4.143
H -1.485 -0.059 3.581
H -1.424 1.505 4.483
H -2.381 3.751 3.417
H -2.139 4.352 1.759
H -1.712 6.654 4.020
H -1.269 6.968 2.336
H -0.117 7.303 3.621
H -0.373 4.538 5.560
H 1.300 4.865 5.086
H 0.628 3.267 4.826
H 1.203 5.919 1.414
H 0.917 4.226 1.006
H 2.104 4.622 2.230
Cl -1.120 4.213 -3.631
C -1.475 2.586 -2.988
Cl -3.235 2.299 -3.108
Cl -0.638 1.371 -3.928
C -1.107 2.560 -1.469
O -1.694 3.353 -0.747
O -0.312 1.665 -1.088
*
```

Computed properties:
- energy relative to the best compared isomer or geometry (same formula, charge and spin) (kJ/mol) = 0.00
- ⟨S²⟩ = 3.80
- total energy (eV) = -250935.892
- frontier orbital gap (alpha / beta) (eV) = 6.619 / 5.244
- highest occupied orbital energy (alpha / beta) (hartree) = -0.1266 / -0.1455

Atom charges from the Löwdin analysis, given in e for atoms 1 to 2: atom 1 (Ti): 1.01, atom 2 (C): -0.07

DFT (ωB97M-V with the def2-TZVPD basis set) results for a molecular structure, C39H33BCrN11O3S4.

ORCA input file:
```
! wB97M-V def2-TZVPD RIJCOSX def2/J DEFGRID3
* xyz 0 4
Cr -0.317 -0.915 -0.576
C 2.339 -0.820 -4.130
C 1.206 -0.864 -3.333
N 1.300 -0.841 -2.010
C 2.527 -0.807 -1.465
C 3.647 -0.785 -2.288
N 3.560 -0.782 -3.612
C 2.570 -0.728 -0.002
C 3.704 -0.716 0.782
C 3.563 -0.557 2.165
C 2.297 -0.400 2.703
C 1.191 -0.446 1.861
N 1.360 -0.613 0.548
C -0.204 -0.277 2.243
C -0.563 0.285 3.423
N -1.846 0.771 3.617
C -2.718 0.491 2.725
C -2.471 -0.448 1.591
N -1.097 -0.541 1.238
C 4.752 -0.554 3.043
C 4.870 0.359 4.086
C 6.004 0.327 4.883
N 7.000 -0.538 4.712
C 6.881 -1.414 3.717
C 5.791 -1.461 2.862
H 2.251 -0.820 -5.209
H 0.207 -0.925 -3.750
H 4.647 -0.759 -1.871
H 4.691 -0.807 0.349
H 2.162 -0.293 3.770
H 0.148 0.497 4.208
H -3.714 0.917 2.817
H -3.084 -0.211 0.721
H 4.099 1.097 4.268
H 6.118 1.036 5.696
H 7.698 -2.117 3.599
H 5.744 -2.212 2.083
C 2.294 2.718 -1.146
N 1.427 2.451 -2.279
C 1.731 2.742 -3.593
C 0.653 2.384 -4.322
N -0.307 1.879 -3.468
B -1.608 1.245 -4.093
N -2.757 1.091 -3.070
C -3.795 1.990 -2.952
C -4.730 1.454 -2.142
N -4.255 0.215 -1.760
C -5.029 -0.768 -1.024
C -3.040 0.016 -2.317
S -2.112 -1.430 -2.105
C 0.174 1.922 -2.222
S -0.589 1.466 -0.735
H 3.316 2.445 -1.404
H 1.953 2.128 -0.300
H 2.256 3.772 -0.873
H 2.672 3.180 -3.879
H 0.475 2.445 -5.382
H -1.319 0.168 -4.547
H -1.970 2.016 -4.945
H -3.777 2.931 -3.473
H -5.686 1.823 -1.812
H -5.494 -0.305 -0.156
H -4.370 -1.570 -0.705
H -5.799 -1.192 -1.669
O 0.755 -3.089 1.769
C 0.590 -3.596 0.671
N 0.043 -2.987 -0.423
S -0.056 -4.035 -1.704
O 0.712 -3.555 -2.823
O -1.410 -4.421 -1.966
C 0.794 -5.372 -0.910
C 1.157 -6.606 -1.407
C 1.801 -7.475 -0.534
C 2.056 -7.104 0.785
C 1.680 -5.856 1.262
C 1.043 -4.993 0.388
H 0.948 -6.883 -2.433
H 2.107 -8.454 -0.879
H 2.556 -7.803 1.444
H 1.871 -5.552 2.284
S -3.289 -2.030 2.016
C -2.751 -2.335 3.678
C -1.588 -3.059 3.921
C -1.166 -3.264 5.228
C -1.905 -2.758 6.288
C -3.074 -2.050 6.048
C -3.499 -1.839 4.743
H -1.005 -3.430 3.092
H -0.254 -3.819 5.413
H -1.572 -2.920 7.307
H -3.656 -1.655 6.872
H -4.409 -1.287 4.548
*
```

Computed properties:
- energy relative to the best compared isomer or geometry (same formula, charge and spin) (kJ/mol) = 0.00
- ⟨S²⟩ = 3.80
- total energy (eV) = -135956.314
- frontier orbital gap (alpha / beta) (eV) = 5.888 / 5.839
- highest occupied orbital energy (alpha / beta) (hartree) = -0.2513 / -0.2553

Atom charges from the Löwdin analysis, given in e for atoms 1 to 2: atom 1 (Cr): 0.42, atom 2 (C): -0.08